A cluster of 2 separate species, CCl2N2O2 in total in a non-equilibrium geometry. Source: OMol25; level of theory: the ωB97M-V functional and the def2-TZVPD basis.

Last columns: bonded neighbours and bond lengths (Å).
Positions of all 7 atoms, in Å:
1 C -0.24 0.15 -1.51  Cl6 1.677, Cl7 1.662
2 N 0.29 -0.69 0.60  N3 1.210, O5 1.453
3 N -0.11 0.07 1.45  N2 1.210, O4 1.131, O5 1.425
4 O -0.05 0.90 2.22  N3 1.131
5 O -0.90 -1.11 1.33  N2 1.453, N3 1.425
6 Cl 0.62 1.59 -1.47  C1 1.677
7 Cl 0.38 -0.92 -2.62  C1 1.662

Values from the calculation:
LUMO energy: -1.1 eV
E_HOMO: -9.13 eV
Energy relative to the best compared isomer or geometry (same formula, charge and spin): 8.351 eV
Electronic energy: -33146.7811 eV
Frontier orbital gap: 8.06 eV
Charge: 0